Entry 1:
The following is a DFT calculation (ωB97M-V with the def2-TZVPD basis set) of a molecular structure, C28H44BrMgN3P2S.

Geometry as XYZ:
```
80
Properties=species:S:1:pos:R:3:mulliken_charge:R:1
C 6.093 -2.753 -7.044 -0.43
C 6.385 -1.905 -5.959 0.61
C 7.672 -1.335 -5.902 -0.42
C 8.591 -1.630 -6.919 -0.34
N 8.287 -2.433 -7.932 -0.53
C 7.081 -2.985 -8.010 -0.34
C 5.396 -1.618 -4.949 0.13
C 4.588 -1.326 -4.085 -0.79
C 3.579 -0.928 -3.169 0.91
C 2.337 -0.535 -3.695 -0.92
C 1.306 -0.167 -2.820 -0.39
C 1.619 -0.127 -1.479 0.89
C 2.798 -0.542 -0.902 -0.17
C 3.818 -0.936 -1.783 -1.01
Mg -0.040 -0.329 -0.214 0.29
P -0.099 2.242 -0.726 0.63
H 7.965 -0.671 -5.092 0.40
H 5.119 -3.226 -7.148 0.40
H 9.592 -1.200 -6.901 0.37
H 6.879 -3.635 -8.862 0.37
H 4.793 -1.247 -1.400 0.51
H 2.176 -0.527 -4.776 0.50
H 2.949 -0.563 0.182 0.44
H 0.315 0.067 -3.225 0.46
C -0.980 3.236 0.543 -0.50
C -0.780 4.750 0.549 -1.09
H -0.646 2.802 1.500 0.49
H -2.050 2.995 0.441 0.49
H -1.453 5.189 1.294 0.39
H 0.238 5.035 0.834 0.27
H -1.018 5.214 -0.414 0.26
C 1.518 3.078 -0.949 0.37
C 1.831 3.658 -2.321 -1.54
H 2.256 2.296 -0.714 -0.13
H 1.621 3.847 -0.171 0.28
H 2.856 4.049 -2.310 0.44
H 1.786 2.899 -3.112 0.27
H 1.169 4.490 -2.588 0.29
C -1.056 2.430 -2.280 -0.45
C -1.730 3.773 -2.547 -1.36
H -1.815 1.628 -2.250 0.45
H -0.380 2.177 -3.110 0.30
H -2.252 3.711 -3.511 0.43
H -2.478 4.025 -1.787 0.35
H -1.015 4.601 -2.628 0.23
Br 0.570 -0.071 2.127 -0.47
P 4.843 2.125 2.923 -0.05
C 3.868 3.375 1.971 0.26
C 3.742 4.698 2.732 -1.41
H 2.880 2.936 1.760 -0.31
H 4.401 3.527 1.020 0.46
H 3.436 5.497 2.047 0.38
H 2.992 4.629 3.528 0.33
H 4.696 4.993 3.187 0.42
C 3.531 0.981 3.516 0.33
C 3.922 0.256 4.805 -1.39
H 3.316 0.265 2.708 -0.36
H 2.626 1.588 3.665 0.47
H 3.025 -0.170 5.266 0.36
H 4.619 -0.564 4.600 0.34
H 4.389 0.940 5.522 0.37
C 5.602 1.136 1.560 -0.05
C 7.039 1.579 1.268 -1.32
H 4.965 1.228 0.667 -0.11
H 5.585 0.090 1.900 0.50
H 7.551 0.808 0.684 0.39
H 7.063 2.510 0.691 0.30
H 7.608 1.733 2.193 0.37
S -1.798 -1.479 -1.487 -0.44
C -2.934 -1.762 -0.246 0.36
N -4.164 -1.215 -0.177 -0.14
C -4.928 -1.663 0.976 -0.43
C -3.998 -2.683 1.628 -0.45
N -2.798 -2.601 0.807 -0.08
H -4.498 -0.547 -0.861 0.20
H -5.874 -2.111 0.660 0.30
H -5.134 -0.824 1.645 0.28
H -4.418 -3.693 1.596 0.30
H -3.769 -2.422 2.664 0.28
H -1.982 -3.187 0.936 0.21
```

E_HOMO (spin up / spin down) ... -12.48 / -12.41 eV
Energy relative to the best compared isomer or geometry (same formula, charge and spin) ... 111.8 kJ/mol
Charge ... +2
Multiplicity ... 1

***

Entry 2:
The following is a DFT calculation (ωB97M-V with the def2-TZVPD basis set) of C27H30N4O6 in the gas phase.

Geometry as XYZ:
```
67
Properties=species:S:1:pos:R:3:mulliken_charge:R:1
C 5.180 3.212 0.857 -1.79
C 5.075 1.744 0.447 1.49
C 5.520 1.539 -0.999 -1.42
C 5.882 0.852 1.389 -1.44
O 3.706 1.280 0.620 -0.15
C 2.705 1.789 -0.067 0.16
O 2.748 2.695 -0.861 -0.64
C 1.414 1.045 0.261 -0.01
C 1.367 -0.282 -0.535 -1.29
C 2.516 -1.182 -0.195 1.24
C 3.480 -1.495 -1.143 -0.34
C 4.546 -2.318 -0.821 -0.79
C 4.662 -2.835 0.457 -0.61
C 3.701 -2.532 1.409 -1.00
C 2.635 -1.715 1.083 -0.10
N 0.297 1.882 -0.087 -0.12
C -0.951 1.623 0.320 0.33
O -1.226 0.668 1.045 -0.92
C -1.941 2.586 -0.183 1.20
N -1.528 3.684 -0.884 -0.61
C -2.607 4.336 -1.212 -0.56
N -3.718 3.717 -0.766 -0.04
C -3.326 2.592 -0.099 -0.29
C -4.379 1.693 0.422 0.47
O -5.554 1.928 0.175 -0.74
N -3.937 0.670 1.167 -0.11
C -4.807 -0.403 1.553 -0.95
C -4.539 -1.685 0.773 0.68
O -4.983 -2.760 1.082 -0.62
O -3.772 -1.448 -0.286 -0.15
C -3.418 -2.552 -1.123 -1.18
C -1.985 -2.963 -0.912 0.94
C -1.090 -2.986 -1.973 -0.63
C 0.214 -3.409 -1.780 -0.65
C 0.639 -3.801 -0.522 -0.20
C -0.243 -3.757 0.545 -0.62
C -1.549 -3.344 0.352 -0.28
H 6.218 3.527 0.820 0.47
H 4.806 3.345 1.870 0.36
H 4.598 3.835 0.183 0.39
H 4.929 2.157 -1.670 0.36
H 5.400 0.495 -1.277 0.23
H 6.566 1.815 -1.099 0.49
H 5.742 -0.191 1.118 0.22
H 5.543 0.989 2.413 0.37
H 6.936 1.102 1.327 0.43
H 1.381 0.814 1.331 0.73
H 0.423 -0.772 -0.285 -0.13
H 1.366 -0.048 -1.601 0.27
H 3.394 -1.093 -2.143 0.49
H 5.289 -2.555 -1.570 0.45
H 5.496 -3.473 0.710 0.46
H 3.785 -2.938 2.406 0.48
H 1.880 -1.494 1.822 0.50
H 0.467 2.677 -0.693 0.49
H -2.617 5.252 -1.768 0.46
H -4.689 3.966 -0.880 0.22
H -2.922 0.523 1.238 0.55
H -4.711 -0.625 2.621 0.32
H -5.840 -0.094 1.352 0.39
H -3.579 -2.219 -2.152 0.36
H -4.089 -3.389 -0.895 0.42
H -1.418 -2.682 -2.957 0.32
H 0.901 -3.433 -2.613 0.38
H 1.654 -4.136 -0.374 0.41
H 0.086 -4.056 1.529 0.45
H -2.240 -3.327 1.181 0.43
```

E_HOMO ... -8.98 eV
Energy relative to the best compared isomer or geometry (same formula, charge and spin) ... 111.6 kJ/mol
SMILES ... CC(C)(C)OC(=O)[C@H](Cc1ccccc1)NC(=O)c1nc[nH]c1C(=O)NCC(=O)OCc1ccccc1
Charge ... 0
Multiplicity ... 1

***

Entry 3:
The following is a DFT calculation (ωB97M-V with the def2-TZVPD basis set) of a molecular structure, C25H56F3MnN7O11S.

Geometry as XYZ:
```
104
Properties=species:S:1:pos:R:3:mulliken_charge:R:1
Mn -1.907 -3.361 -0.392 0.72
C 1.577 -2.564 -2.363 0.35
F 1.642 -2.301 -1.046 -0.22
F 0.936 -1.524 -2.943 -0.11
F 2.803 -2.639 -2.861 -0.25
S 0.649 -4.122 -2.622 1.02
O -0.606 -3.816 -1.925 -0.31
O 0.524 -4.246 -4.042 -0.69
O 1.446 -5.098 -1.925 -0.69
C -0.821 0.078 1.713 -1.38
C -1.411 -0.203 0.341 0.65
C -0.816 0.739 -0.712 -0.53
O -1.306 -1.502 -0.049 0.27
H -0.992 1.119 2.011 0.32
H 0.268 -0.048 1.752 -0.14
H -1.323 -0.570 2.432 0.64
H -2.459 0.161 0.450 -0.09
H -0.511 1.693 -0.260 0.18
H -1.501 1.012 -1.521 0.31
H 0.062 0.287 -1.180 -0.22
C -2.645 3.236 3.771 0.09
O -2.399 3.751 2.695 -0.60
N -3.400 2.144 3.959 0.15
C -3.550 1.548 5.286 -0.90
C -3.865 1.356 2.843 -0.90
H -2.279 3.636 4.733 0.31
H -3.394 2.294 6.062 0.33
H -2.859 0.712 5.415 0.32
H -4.576 1.192 5.391 0.30
H -3.833 1.988 1.960 0.30
H -3.198 0.500 2.728 0.26
H -4.869 0.978 3.029 0.40
C 3.639 -1.367 1.659 0.53
O 4.254 -1.868 2.580 -0.69
N 3.954 -0.214 1.034 0.25
C 3.073 0.357 0.047 -0.25
C 5.243 0.433 1.183 -1.11
H 2.692 -1.776 1.263 0.13
H 2.123 -0.170 0.090 -0.69
H 3.499 0.182 -0.950 0.41
H 2.942 1.432 0.163 0.43
H 5.889 -0.172 1.813 0.34
H 5.732 0.527 0.208 0.34
H 5.119 1.440 1.589 0.33
C 0.171 0.469 4.859 0.36
O -0.510 -0.212 5.592 -0.66
N 1.519 0.436 4.797 0.16
C 2.227 1.265 3.865 -0.73
C 2.302 -0.385 5.695 -0.97
H -0.237 1.188 4.132 0.22
H 2.755 2.079 4.394 0.40
H 1.564 1.828 3.210 0.25
H 3.013 0.729 3.333 0.07
H 3.105 -0.875 5.132 0.28
H 2.820 0.241 6.428 0.33
H 1.663 -1.139 6.139 0.28
C 1.255 2.015 -5.798 0.07
O 0.800 1.734 -6.885 -0.57
N 0.653 1.783 -4.599 0.25
C 1.362 1.947 -3.356 -0.30
C -0.506 0.927 -4.550 -0.88
H 2.224 2.538 -5.678 0.30
H 2.276 2.519 -3.502 0.47
H 1.564 0.981 -2.888 -0.01
H 0.738 2.502 -2.645 -0.21
H -1.047 0.955 -5.492 0.44
H -0.251 -0.110 -4.325 0.24
H -1.203 1.273 -3.780 0.27
C 0.427 -4.878 1.239 0.03
O -0.642 -4.541 0.727 -0.65
N 1.130 -4.154 2.102 0.38
C 0.619 -2.907 2.641 -0.12
C 2.359 -4.666 2.703 -0.80
H 0.935 -5.813 0.982 0.32
H -0.146 -2.486 2.001 -0.37
H 1.438 -2.197 2.749 -0.12
H 0.197 -3.080 3.638 0.44
H 3.044 -3.842 2.887 0.21
H 2.120 -5.121 3.672 0.33
H 2.805 -5.420 2.062 0.30
C 0.010 7.146 -1.493 0.14
O 0.036 7.478 -0.338 -0.55
N -0.338 5.923 -1.957 0.20
C -0.454 5.670 -3.377 -0.60
C -0.828 4.906 -1.067 -0.86
H 0.304 7.824 -2.317 0.25
H -0.094 4.659 -3.586 0.03
H 0.081 6.411 -3.959 0.31
H -1.512 5.660 -3.669 0.32
H -0.843 5.261 -0.044 0.48
H -1.757 4.428 -1.393 0.27
H -0.142 4.036 -1.081 -0.03
C -3.039 -2.456 -3.072 0.42
O -3.242 -2.704 -1.878 -0.81
N -3.296 -3.271 -4.085 0.21
C -3.003 -2.893 -5.444 -0.80
C -3.980 -4.535 -3.862 -0.97
H -2.599 -1.506 -3.405 0.22
H -2.266 -3.533 -5.923 0.31
H -2.642 -1.865 -5.483 0.19
H -3.929 -2.892 -6.030 0.39
H -3.752 -4.912 -2.871 0.26
H -5.068 -4.401 -3.917 0.34
H -3.736 -5.254 -4.640 0.36
```

E_HOMO (spin up / spin down) ... -8.53 / -8.71 eV
Energy relative to the best compared isomer or geometry (same formula, charge and spin) ... 0.0 kJ/mol
Charge ... 0
Multiplicity ... 6

***

Entry 4:
The following is a DFT calculation (ωB97M-V with the def2-TZVPD basis set) of C7H14BFO2 in the gas phase.

Geometry as XYZ:
```
25
Properties=species:S:1:pos:R:3:mulliken_charge:R:1
B -1.059 -1.294 -2.308 0.53
C 0.932 -0.102 1.168 -0.86
C 0.265 -1.455 1.416 -0.30
C -0.328 0.924 -0.844 -0.85
C -1.254 -0.255 -1.234 -0.66
C 0.048 1.014 0.665 0.79
C 0.197 -2.108 0.061 -0.39
C 0.536 2.398 0.942 -1.55
O -0.036 -1.289 -3.263 -0.55
O -2.108 -2.147 -2.407 -0.49
F 1.313 -2.371 -0.590 -0.28
H 1.490 0.122 2.107 0.35
H 1.609 -0.198 0.320 0.29
H 0.964 -2.085 1.909 0.31
H -0.728 -1.484 1.888 0.34
H 0.577 0.987 -1.525 0.30
H -0.980 1.778 -1.063 0.39
H -2.184 -0.214 -0.752 0.43
H -0.840 0.793 1.229 0.25
H -0.667 -2.815 -0.272 0.41
H 1.201 2.565 0.113 0.38
H 1.182 2.539 1.871 0.33
H -0.282 3.124 0.827 0.35
H -0.098 -2.237 -3.609 0.24
H -1.822 -2.618 -3.241 0.23
```

E_HOMO (spin up / spin down) ... -7.94 / -7.67 eV
Charge ... 0
Multiplicity ... 1

***

Q: Which DFT total energy values were calculated for the entries above? A: -5111.96746; -1717.46818; -4045.97479; -550.27317, in hartree.
Q: Which max |F| values were calculated for the entries above? A: 0.0432; 0.0192; 0.0374; 0.0940, in Eh/bohr.
Q: Which M values were calculated for the entries above? A: 620.9; 506.6; 774.8; 160.0, in g mol⁻¹.